Record 1
The following is a DFT calculation (wB97M-V/def2-TZVPD) of one molecule with the formula C5H11N.

Structure (XYZ):
```
17
C5H11N | OMol25 | wB97M-V/def2-TZVPD
C 1.87896 -0.13521 0.93731
C 0.77872 0.91439 1.05995
N -0.34294 0.79267 0.12058
C -1.50132 0.01987 0.52571
C -0.61900 -0.45732 -0.56447
C -1.00226 -0.36684 -2.01956
H 2.69483 0.10396 1.62661
H 1.52341 -1.14289 1.17636
H 2.29043 -0.15288 -0.07637
H 0.38623 0.91401 2.08514
H 1.22420 1.90381 0.90426
H -1.45530 -0.50897 1.48122
H -2.47148 0.46053 0.29971
H 0.00166 -1.31709 -0.31082
H -1.58051 -1.24488 -2.32910
H -0.11171 -0.30175 -2.65514
H -1.60499 0.52960 -2.19078
```

E   -6852.235 eV
Lowest unoccupied orbital energy   1.1830 eV
SMILES string   CCN1C[C@H]1C
Spin multiplicity   1
ΔE to the lowest compared entry with this formula, charge and spin   124.8 kJ/mol

=====

Record 2
The following is a DFT calculation (wB97M-V/def2-TZVPD) of one molecule with the formula CH6N4 in a non-equilibrium geometry.

Structure (XYZ):
```
11
CH6N4 | OMol25 | wB97M-V/def2-TZVPD
C -0.30104 0.01058 -0.58208
H 2.75291 -1.10322 -0.15457
H 1.97003 0.23819 0.66616
H 1.28980 -0.03413 -1.73789
H -0.95872 0.08276 -1.49974
H -2.58043 -0.08642 0.42902
H -1.98731 1.03600 1.75414
N 1.81162 -0.74592 0.17743
N 0.97825 -0.52617 -0.88169
N -0.63748 0.35596 0.57373
N -1.96382 0.88804 0.70700
```

E   -7091.580 eV
Lowest unoccupied orbital energy   1.1057 eV
SMILES string   N/N=C/NN
Spin multiplicity   1
ΔE to the lowest compared entry with this formula, charge and spin   239.1 kJ/mol

=====

Record 3
The following is a DFT calculation (wB97M-V/def2-TZVPD) of one molecule with the formula C5H10O.

Structure (XYZ):
```
16
C5H10O | OMol25 | wB97M-V/def2-TZVPD
C 1.35040 1.52745 -1.21152
O 0.88625 1.04235 0.03149
C 0.71174 -0.33898 0.07174
C 0.31590 -0.98231 1.35468
C -0.63669 -1.00120 0.17456
C -1.91982 -0.20828 0.28949
H 2.16371 2.23641 -1.02061
H 0.55488 2.03755 -1.77033
H 1.74563 0.71579 -1.83760
H 1.45640 -0.87815 -0.51510
H 0.02605 -0.31166 2.16092
H 0.84724 -1.87525 1.67381
H -0.72674 -1.93707 -0.37919
H -2.19540 0.27074 -0.65641
H -1.83809 0.57485 1.05073
H -2.74146 -0.87225 0.58334
```

E   -7393.094 eV
Lowest unoccupied orbital energy   1.1419 eV
SMILES string   CO[C@H]1C[C@H]1C
Spin multiplicity   1
ΔE to the lowest compared entry with this formula, charge and spin   161.2 kJ/mol

=====

Record 4
The following is a DFT calculation (wB97M-V/def2-TZVPD) of a 2-piece molecular cluster, C5H14NO overall.

Structure (XYZ):
```
21
C5H14NO | OMol25 | wB97M-V/def2-TZVPD
O 0.36785 0.83853 -0.15703
C 1.27140 1.65586 -0.09081
C 1.12343 3.05671 -0.63835
C 2.60279 1.32551 0.54347
H 0.12302 3.19266 -1.08254
H 1.88235 3.24592 -1.41606
H 1.25390 3.79769 0.16821
H 3.41536 1.43761 -0.19394
H 2.80136 2.00242 1.39139
H 2.60523 0.28679 0.91448
C -1.36751 -2.28950 -1.12945
C -2.21520 -1.51479 1.07925
N -1.02275 -1.87358 0.25987
H -0.45885 -2.54565 -1.69981
H -1.89085 -1.47035 -1.65070
H -2.02919 -3.17170 -1.10704
H -2.75853 -0.67737 0.61007
H -2.89687 -2.37873 1.15373
H -1.91620 -1.21377 2.09737
H -0.51027 -2.65018 0.72896
H -0.38049 -1.05408 0.21892
```

E   -8943.518 eV
Total charge   +1
Lowest unoccupied orbital energy   -2.9981 eV
Spin multiplicity   1
ΔE to the lowest compared entry with this formula, charge and spin   47.3 kJ/mol

=====

Record 5
The following is a DFT calculation (wB97M-V/def2-TZVPD) of C18H16Co2NO7 as an isolated structure in a non-equilibrium geometry.

Structure (XYZ):
```
44
C18H16Co2NO7 | OMol25 | wB97M-V/def2-TZVPD
O -2.42517 1.38357 -1.49105
C -1.38988 0.93585 -1.22630
Co 0.07596 0.13721 -0.76829
C 1.19617 1.50040 -0.79584
O 1.80137 2.49254 -0.76254
C -0.26521 -0.43292 0.82147
O -0.56971 -0.78482 1.89124
C -0.17144 -1.59486 -1.62265
C -1.50467 -2.20189 -1.53140
C -2.04235 -2.64524 -0.30620
C -3.34872 -3.11976 -0.22962
C -4.12053 -3.22764 -1.39298
C -3.56912 -2.87424 -2.63152
C -2.27098 -2.36761 -2.70471
C 0.67397 -1.45018 -2.75368
C 0.64720 -1.12485 -4.05281
Co 1.59040 -1.76196 -1.30376
C 1.79318 -2.25199 0.38764
O 2.04518 -2.65095 1.44031
C 2.84484 -0.48092 -1.47319
O 3.82451 0.10781 -1.65003
C 2.47947 -3.08062 -2.04672
O 3.07152 -3.92561 -2.56017
H -1.43580 -2.58839 0.59485
H -3.75416 -3.39265 0.74722
H -5.14376 -3.59097 -1.33573
H -4.14639 -2.97307 -3.55190
H -1.84003 -2.04856 -3.65434
H 1.57024 -1.19748 -4.62934
H -0.26776 -0.78355 -4.54545
C 0.38789 4.89738 3.61632
C 1.31674 3.79346 3.17794
O 2.27831 3.59019 4.21086
C 0.63286 2.47356 2.83725
N 1.67974 1.57896 2.33097
H -0.39944 5.06274 2.87171
H -0.07510 4.65245 4.57991
H 0.95539 5.82856 3.72452
H 1.82560 4.13145 2.25828
H 2.71929 2.74326 4.01216
H 0.19069 2.03191 3.74862
H -0.17225 2.66903 2.10107
H 1.31475 0.63757 2.25077
H 1.99725 1.90284 1.41709
```

E   -110001.281 eV
Total charge   -1
Lowest unoccupied orbital energy   2.9377 eV
Spin multiplicity   1
ΔE to the lowest compared entry with this formula, charge and spin   7.6 kJ/mol

=====

Record 6
The following is a DFT calculation (wB97M-V/def2-TZVPD) of a 2-piece molecular cluster, C23H25B2O12 overall.

Structure (XYZ):
```
62
C23H25B2O12 | OMol25 | wB97M-V/def2-TZVPD
C 4.72351 -2.28382 0.43854
C 3.38755 -1.68500 0.04859
O 3.59218 -0.75058 -0.99724
C 2.52471 -0.62581 -1.91412
C 1.29267 0.10649 -1.37468
C 0.16854 -0.77883 -0.80278
C 0.05901 -0.73537 0.72253
C -1.31579 -1.12125 1.33057
C -2.29953 -1.68973 0.34922
C -3.42539 -0.91075 0.01104
B -3.82830 0.41096 0.78453
O -4.12980 0.31404 2.14268
C -3.89595 1.78394 0.03295
C -2.52431 2.12078 -0.61873
C -4.26754 -1.32589 -1.02839
C -4.05215 -2.51965 -1.70013
C -2.95796 -3.29998 -1.35849
C -2.08168 -2.89447 -0.33312
C -0.93291 -3.78099 -0.01589
O -0.23872 -3.66586 0.97226
C -0.62468 -4.88247 -0.96492
C -1.45180 -5.25353 -1.93959
C -2.73092 -4.54651 -2.14661
O -3.55128 -4.96347 -2.93768
H 5.33893 -1.53352 0.93437
H 4.56260 -3.09567 1.15030
H 5.25503 -2.65914 -0.43340
H 2.95549 -1.17520 0.91524
H 2.68672 -2.46279 -0.27473
H 2.24350 -1.62324 -2.28174
H 2.93976 -0.07695 -2.76002
H 1.64094 0.81000 -0.61955
H 0.89485 0.71943 -2.18351
H 0.33498 -1.80628 -1.14179
H -0.77329 -0.46039 -1.25075
H 0.82751 -1.38285 1.14483
H 0.27747 0.28001 1.05288
H -1.74200 -0.23076 1.78425
H -1.16213 -1.83499 2.13790
H -5.07023 0.24815 2.32520
H -4.66466 1.71319 -0.74330
H -4.19406 2.56979 0.72492
H -2.23059 3.14046 -0.38785
H -2.56923 2.01033 -1.70056
H -1.72715 1.47377 -0.25624
H -5.11401 -0.70976 -1.30978
H -4.70518 -2.84060 -2.49830
H 0.30407 -5.40756 -0.78015
H -1.22570 -6.09078 -2.58620
B 2.58157 4.87685 1.56325
O 4.01309 4.59119 1.74689
C 4.64380 5.68765 2.14332
O 5.81111 5.79163 2.38121
C 3.59214 6.81677 2.24471
O 3.80259 7.94721 2.57379
O 2.42047 6.30073 1.90111
O 2.13598 4.59096 0.18190
C 1.16384 3.69929 0.19948
O 0.57337 3.25583 -0.74418
C 0.90621 3.31439 1.67291
O 0.09506 2.51644 2.05291
O 1.73768 4.01414 2.42014
```

E   -50188.300 eV
Total charge   -1
Lowest unoccupied orbital energy   0.4865 eV
Spin multiplicity   1